No. 1
A single CClIN2O4 molecule at a distorted geometry. Source: OMol25; level of theory: wB97M-V/def2-TZVPD.

The multiplicity is 3. The expectation value of S² is 2.008. Its charge is 0. The value obtained for the frontier orbital gap (spin up / spin down) is 0.3088 / 0.2457 Ha. For the molecular weight, the calculation gives 266.4 g/mol.

Structure (XYZ):
```
9
CClIN2O4 wB97M-V/def2-TZVPD
C -0.69384 -0.30317 0.07494
N 0.09893 -0.31804 -1.21224
N 0.08114 0.50248 1.19845
O 1.16368 -0.77247 -0.97873
O -0.24372 0.33734 2.34858
O -0.30730 0.15018 -2.21345
O 0.88623 1.27449 0.75399
Cl -1.21781 -1.84537 0.52050
I -2.63431 1.40849 -0.53235
```

---

No. 2
A molecular structure, C5H7N4 at a distorted geometry. Source: OMol25; level of theory: wB97M-V/def2-TZVPD.

Its charge is -1. The value obtained for the frontier orbital gap is 0.3006 Ha. For the molecular weight, the calculation gives 123.1 g/mol.

Structure (XYZ):
```
16
C5H7N4 wB97M-V/def2-TZVPD
C -1.87765 -0.00901 0.01614
C 0.39625 1.65938 -0.18786
C 0.12958 0.35432 -0.03082
C 2.49178 -0.65161 0.14402
C 0.95557 -0.86422 0.05121
N -2.48866 -1.15911 -0.22117
N -2.72403 1.00803 0.25285
N -3.75495 -0.83015 -0.14000
N -3.88647 0.43314 0.15855
H 1.35935 2.14612 -0.41351
H -0.29930 2.44512 -0.49848
H 2.91282 -0.54618 -0.88900
H 2.50612 0.33900 0.69063
H 3.08175 -1.43462 0.70361
H 0.61679 -1.18267 1.09384
H 0.58106 -1.70754 -0.73001
```

---

No. 3
A molecular structure, C41H47CrN2O2Sb2Si at a distorted geometry. Source: OMol25; level of theory: wB97M-V/def2-TZVPD.

The multiplicity is 2. The expectation value of S² is 0.813. Its charge is 0. The value obtained for the frontier orbital gap (spin up / spin down) is 0.2813 / 0.2779 Ha. For the molecular weight, the calculation gives 923.4 g/mol.

Structure (XYZ):
```
96
C41H47CrN2O2Sb2Si wB97M-V/def2-TZVPD
Cr 0.63435 0.72725 0.13395
C 2.56734 -2.33709 -2.62332
Sb 0.91506 -1.26521 -1.84528
C -0.46516 -2.86368 -2.13772
C 0.60924 -0.10555 -3.68206
C -0.66852 -0.42300 -4.38613
C -0.69988 -1.45416 -5.32429
C -1.87628 -1.84470 -5.94273
C -3.05992 -1.19195 -5.63070
C -3.03667 -0.14314 -4.72467
C -1.85851 0.26188 -4.09857
C -1.89518 1.44236 -3.16999
Sb -1.81532 0.99211 -1.04757
C -3.34844 -0.48079 -1.13586
C -3.12804 2.58997 -0.49765
H 3.40175 -1.65343 -2.75132
H 2.24518 -2.74979 -3.57974
H 2.84843 -3.14222 -1.94781
H -0.58565 -3.04268 -3.20622
H -1.43412 -2.66171 -1.68906
H -0.03285 -3.74590 -1.66386
H 1.47405 -0.34701 -4.29986
H 0.68624 0.94087 -3.38764
H 0.22795 -1.96051 -5.56954
H -1.86694 -2.64813 -6.66758
H -3.98972 -1.48279 -6.10131
H -3.95484 0.38923 -4.50201
H -2.84147 1.97043 -3.29036
H -1.08925 2.14555 -3.38411
H -4.22893 0.00156 -1.56188
H -3.57138 -0.86214 -0.14250
H -3.04539 -1.29973 -1.78465
H -3.78847 2.77021 -1.34489
H -2.59791 3.50685 -0.24417
H -3.72442 2.27327 0.35618
N 2.71124 -2.66027 0.83388
C 4.14740 -2.37358 0.69917
C 4.43695 -0.86910 0.76322
C 3.35313 -0.09455 0.05724
O 3.41281 0.13979 -1.14076
O 2.38648 0.30493 0.84035
H 2.35364 -2.23148 1.68328
H 2.57686 -3.65977 0.94263
H 4.48751 -2.76403 -0.26268
H 4.74102 -2.86069 1.48005
H 5.38656 -0.66406 0.27034
H 4.49039 -0.54691 1.80393
C -3.80711 -3.08285 1.57588
C -4.05154 -1.96683 2.36204
C -3.04801 -1.02619 2.57472
C -1.78408 -1.17161 1.99707
C -1.56154 -2.31025 1.21404
C -2.55178 -3.25908 1.00579
Si -0.35786 0.05598 2.25573
C 0.85977 -0.90221 3.35060
C 0.54798 -2.16560 3.86163
C 1.42502 -2.84378 4.70303
C 2.63081 -2.26387 5.06365
C 2.95295 -0.99840 4.58715
C 2.07991 -0.33254 3.73990
C -1.03884 1.40446 3.39293
C -1.92381 2.36914 2.90545
C -2.47912 3.34042 3.72504
C -2.14427 3.37586 5.07231
C -1.26569 2.43243 5.58279
C -0.72323 1.45715 4.75293
H -4.58731 -3.81545 1.41241
H -5.02576 -1.82811 2.81456
H -3.25612 -0.16338 3.19793
H -0.58418 -2.46379 0.76269
H -2.35059 -4.13074 0.39453
H -0.38984 -2.63705 3.59627
H 1.16062 -3.82454 5.07868
H 3.31409 -2.78960 5.71887
H 3.88852 -0.53327 4.87372
H 2.35459 0.64415 3.36355
H -2.18695 2.36275 1.85776
H -3.16407 4.07233 3.31414
H -2.56755 4.13376 5.71915
H -1.00349 2.44963 6.63329
H -0.04802 0.72385 5.17816
C 0.63726 2.68574 0.74201
C 1.36241 3.11235 -0.48505
C 0.65693 3.48724 -1.63780
C 1.30776 3.82311 -2.81150
C 2.69753 3.78033 -2.86024
C 3.42141 3.41980 -1.72661
C 2.75992 3.08505 -0.56237
C 3.38539 4.11273 -4.08505
N 3.93344 4.37403 -5.06053
H -0.33353 3.16302 0.85358
H 1.22004 2.79626 1.65349
H -0.42514 3.54990 -1.59633
H 0.74869 4.11515 -3.69119
H 4.50102 3.37927 -1.77438
H 3.32308 2.77668 0.30789
```

---

No. 4
2 unconnected molecules or ions with the total composition C5H7N2 at a distorted geometry. Source: OMol25; level of theory: wB97M-V/def2-TZVPD.

Its charge is +1. The value obtained for the frontier orbital gap is 0.4173 Ha. For the molecular weight, the calculation gives 95.1 g/mol.

Structure (XYZ):
```
14
C5H7N2 wB97M-V/def2-TZVPD
C 1.96322 -0.59788 -1.82559
C 1.51236 0.44572 -2.24780
H 2.36363 -1.52471 -1.45063
H 1.11196 1.37254 -2.62276
C -0.85710 0.40970 1.92204
C 0.27729 0.59547 1.17736
C -1.18041 -0.53504 -0.06562
N -1.73173 -0.28871 1.12668
N 0.04317 0.00195 -0.03851
H -1.10356 0.71587 2.93871
H 1.21579 1.09574 1.41617
H -1.63907 -1.06945 -0.89757
H -2.68546 -0.58863 1.39822
H 0.70990 -0.03258 -0.83070
```

---

E: -1206.14418; -413.64648; -3664.92941; -303.91408 (Eh)
ΔE to the lowest compared entry with this formula, charge and spin: 0.488; 2.590; 0.466; 2.854 (eV)